Record 1
{"formula": "C25H20IN5Re", "method": "the ωB97M-V functional and the def2-TZVPD basis", "lumo_ev": [-8.36, -8.24], "charge": 2, "gap_ev": [4.86, 4.98], "spin_multiplicity": 2, "total_energy_ev": -43913.0115, "homo_energy_ha": [-0.48582, -0.48572], "relative_energy_ev": 0.264, "symbols": ["Re", "I", "N", "N", "N", "N", "N", "C", "C", "C", "C", "C", "C", "C", "C", "C", "C", "C", "C", "C", "C", "C", "C", "C", "C", "C", "C", "C", "C", "C", "C", "C", "H", "H", "H", "H", "H", "H", "H", "H", "H", "H", "H", "H", "H", "H", "H", "H", "H", "H", "H", "H"], "coordinates": [[2.044, 0.704, 0.327], [4.175, 3.372, 0.760], [-4.828, 0.706, -1.106], [4.570, -0.384, 1.037], [3.926, -0.101, -0.005], [-4.883, -1.207, 0.056], [0.056, 0.394, 0.044], [-2.702, -0.026, -0.251], [2.206, 2.693, 0.379], [-1.898, -0.924, 0.477], [-0.559, -0.686, 0.605], [6.437, -0.797, -2.631], [-7.272, 0.802, -1.634], [3.761, -0.428, 4.600], [-8.483, -1.093, -0.706], [-7.363, -1.656, -0.146], [4.297, -0.324, -3.647], [-6.105, 0.248, -1.071], [-4.114, -0.174, -0.428], [4.499, -0.515, 3.422], [-2.059, 1.084, -0.837], [3.869, -0.199, 2.231], [1.795, 0.289, 3.375], [-8.442, 0.121, -1.442], [-6.167, -0.959, -0.344], [-0.717, 1.251, -0.688], [4.551, -0.309, -1.264], [5.901, -0.633, -1.368], [5.643, -0.642, -3.764], [3.747, -0.152, -2.389], [2.427, -0.044, 4.572], [2.516, 0.236, 2.185], [-2.644, 1.790, -1.409], [3.681, -0.215, -4.529], [-7.227, 1.727, -2.192], [-2.309, -1.803, 0.951], [0.077, -1.356, 1.171], [6.081, -0.772, -4.744], [0.759, 0.605, 3.385], [1.872, 0.007, 5.499], [5.534, -0.828, 3.415], [2.686, 0.076, -2.299], [4.227, -0.667, 5.546], [-0.204, 2.086, -1.146], [-9.364, 0.505, -1.854], [-9.437, -1.588, -0.586], [-7.408, -2.580, 0.412], [1.856, 3.126, -0.565], [1.582, 3.031, 1.217], [-4.583, -1.999, 0.597], [7.484, -1.047, -2.736], [6.510, -0.745, -0.483]]}

=====

Record 2
{"formula": "C3H9NO2", "method": "the ωB97M-V functional and the def2-TZVPD basis", "lumo_ev": 0.74, "gap_ev": 10.32, "total_energy_ev": -8841.4984, "homo_energy_ha": -0.35214, "relative_energy_ev": 1.457, "symbols": ["O", "O", "N", "C", "C", "C", "H", "H", "H", "H", "H", "H", "H", "H", "H"], "coordinates": [[1.940, 1.195, -0.954], [-1.851, -0.971, 1.084], [0.978, -0.781, 0.714], [-1.378, -0.343, -0.073], [0.032, 0.179, 0.212], [0.559, 0.913, -1.029], [0.414, 0.346, -1.949], [0.847, -0.992, 1.688], [-1.994, 0.536, -0.317], [0.979, -1.645, 0.192], [-0.013, 1.845, -1.116], [-0.070, 0.945, 0.988], [2.241, 0.957, -0.068], [-1.323, -1.028, -0.925], [-2.786, -1.201, 1.011]]}

=====

Record 3
{"formula": "C8H36BN16O8", "method": "the ωB97M-V functional and the def2-TZVPD basis", "lumo_ev": 1.95, "charge": -1, "gap_ev": 8.77, "total_energy_ev": -49780.6306, "homo_energy_ha": -0.25040, "relative_energy_ev": 6.134, "symbols": ["O", "O", "O", "O", "O", "O", "O", "O", "N", "N", "N", "N", "N", "N", "N", "N", "N", "N", "N", "N", "N", "N", "N", "N", "C", "C", "C", "C", "C", "C", "C", "C", "B", "H", "H", "H", "H", "H", "H", "H", "H", "H", "H", "H", "H", "H", "H", "H", "H", "H", "H", "H", "H", "H", "H", "H", "H", "H", "H", "H", "H", "H", "H", "H", "H", "H", "H", "H", "H"], "coordinates": [[1.195, 3.106, -4.233], [1.539, 5.157, 1.324], [-3.598, 3.216, 0.411], [2.020, -4.735, -1.528], [4.054, -0.130, 1.226], [1.972, 0.039, 3.041], [-2.408, -2.207, 3.425], [-4.519, -1.572, -0.655], [-0.118, 3.866, 1.560], [1.821, 3.037, 1.769], [-1.864, 2.134, -0.369], [0.513, 0.790, 4.542], [-2.366, -2.609, 1.311], [-4.428, -2.693, -2.567], [0.486, -3.330, -2.153], [1.842, 1.161, -3.448], [-3.348, 1.046, 0.641], [-0.493, -2.800, 2.303], [-2.746, -1.412, -1.961], [3.127, 0.234, -0.735], [0.883, 2.481, -2.152], [-0.117, 0.652, 2.510], [5.212, 0.183, -0.607], [1.689, -2.841, -0.369], [4.125, -0.020, 0.009], [-1.811, -2.632, 2.448], [1.242, 2.306, -3.336], [1.112, 4.074, 1.516], [-2.928, 2.192, 0.337], [-3.882, -1.907, -1.677], [1.492, -3.670, -1.395], [0.862, 0.499, 3.342], [0.143, -0.254, -0.613], [0.534, -0.689, -1.520], [-2.280, -1.786, -2.775], [-3.282, -2.185, 1.330], [2.253, 0.142, -0.237], [-1.562, 2.949, -0.883], [-2.242, -0.715, -1.433], [-0.956, 1.164, 2.743], [3.182, 0.023, -1.721], [-1.513, 1.222, -0.626], [-5.321, -3.143, -2.429], [-0.572, 2.967, 1.636], [2.226, -2.958, 0.478], [-4.329, 0.892, 0.828], [2.758, 3.269, 2.066], [1.015, -2.093, -0.450], [-1.851, -2.909, 0.495], [1.205, 0.662, 5.266], [2.225, 0.855, -4.331], [0.795, 1.669, -1.558], [-0.672, 4.708, 1.493], [-3.852, -2.707, -3.397], [-0.316, 1.355, 4.663], [1.528, 2.101, 1.530], [-2.722, 0.253, 0.642], [1.359, 0.606, -2.756], [0.468, -0.789, 0.266], [0.125, -2.412, -1.938], [-0.037, -3.140, 1.468], [0.087, -2.657, 3.117], [-0.931, -0.210, -0.706], [0.613, 3.388, -1.799], [5.137, 0.269, -1.611], [6.021, -0.345, -0.313], [0.385, 0.780, -0.423], [-0.014, -4.042, -2.667], [-0.167, 0.147, 1.636]]}

=====

Record 4
{"formula": "C47H56InN4OP2S2", "method": "the ωB97M-V functional and the def2-TZVPD basis", "lumo_ev": -7.92, "charge": 3, "gap_ev": 6.19, "total_energy_ev": -103056.8614, "homo_energy_ha": -0.51851, "symbols": ["In", "S", "S", "P", "P", "O", "N", "N", "N", "N", "C", "C", "C", "C", "C", "C", "C", "C", "C", "C", "C", "C", "C", "C", "C", "C", "C", "C", "C", "C", "C", "C", "C", "C", "C", "C", "C", "C", "C", "C", "C", "C", "C", "C", "C", "C", "C", "C", "C", "C", "C", "C", "C", "C", "C", "C", "C", "H", "H", "H", "H", "H", "H", "H", "H", "H", "H", "H", "H", "H", "H", "H", "H", "H", "H", "H", "H", "H", "H", "H", "H", "H", "H", "H", "H", "H", "H", "H", "H", "H", "H", "H", "H", "H", "H", "H", "H", "H", "H", "H", "H", "H", "H", "H", "H", "H", "H", "H", "H", "H", "H", "H", "H"], "coordinates": [[0.094, 0.367, 0.019], [1.282, -2.563, 0.851], [-6.279, 1.773, -4.637], [-0.633, 0.872, -2.385], [-2.159, -0.721, -0.524], [1.449, -1.007, 0.771], [-2.025, -0.043, -2.067], [0.403, 2.084, 1.154], [0.683, 4.397, 1.116], [2.079, 3.022, -0.142], [-5.013, 1.295, 1.495], [-1.335, -3.043, -1.758], [-3.060, -0.344, -3.099], [5.434, -0.336, -1.619], [1.053, 3.178, 0.715], [1.419, -2.894, 2.636], [-2.363, 4.490, -1.796], [2.797, -1.015, 3.566], [0.117, 0.141, -6.293], [-0.643, 4.632, 1.681], [-1.061, 2.607, -2.540], [3.738, -2.183, -0.415], [2.875, -3.228, 0.224], [-2.496, -3.320, 0.350], [-4.880, -0.990, -0.103], [4.901, -2.750, 4.101], [1.705, -1.130, -4.991], [-1.558, -5.227, -0.776], [4.608, -1.423, 0.363], [0.114, 0.300, -3.894], [-0.588, 4.806, -3.396], [-3.720, -0.276, 0.207], [3.972, -0.531, 4.119], [-2.253, -4.683, 0.298], [1.637, 5.496, 1.298], [-0.416, 0.676, -5.133], [-5.110, 0.431, -4.338], [-2.039, -2.499, -0.683], [-2.085, 3.134, -1.749], [2.921, 1.829, -0.130], [2.671, -2.370, 3.264], [4.562, -1.086, -2.396], [-7.284, 1.638, -3.146], [-0.303, 3.449, -3.356], [-4.042, 0.797, -3.313], [1.176, -0.604, -3.825], [-6.102, -0.550, 0.381], [3.725, -3.236, 3.548], [-6.167, 0.589, 1.174], [5.457, -0.508, -0.240], [1.174, -0.760, -6.221], [3.717, -2.009, -1.795], [-1.616, 5.325, -2.620], [-3.790, 0.864, 1.011], [-1.103, -4.410, -1.804], [2.433, 4.022, -1.148], [5.028, -1.396, 4.379], [-1.377, 3.989, 1.199], [-7.003, -1.100, 0.145], [1.966, -0.343, 3.387], [4.644, -1.569, 1.437], [-0.020, 5.456, -4.049], [-1.386, -6.294, -0.821], [-1.236, 1.383, -5.191], [3.962, 2.134, -0.229], [-0.987, -2.410, -2.568], [-5.073, 2.170, 2.128], [-7.123, 0.923, 1.555], [2.656, 5.130, 1.232], [-0.918, 5.666, 1.486], [-2.622, -5.326, 1.087], [0.510, -2.454, 3.051], [2.578, -4.002, -0.483], [-2.548, -0.607, -4.028], [-3.585, -1.245, -2.772], [-1.849, 6.380, -2.672], [6.160, 0.051, 0.365], [-4.650, 0.211, -5.304], [-4.832, -1.885, -0.712], [2.590, 3.508, -2.097], [-0.655, 4.475, 2.763], [5.940, -1.020, 4.822], [3.075, -2.636, -2.406], [-0.288, 0.425, -7.254], [-7.760, 0.659, -3.091], [1.480, 6.286, 0.565], [-3.180, 4.895, -1.213], [4.061, 0.518, 4.370], [1.328, -3.981, 2.709], [-4.511, 1.051, -2.357], [-2.885, 1.408, 1.268], [-2.698, 2.480, -1.138], [2.532, -1.826, -4.949], [2.709, 1.161, -0.976], [3.621, -4.299, 3.363], [-3.517, 1.690, -3.657], [-3.049, -2.902, 1.183], [1.596, -0.884, -2.864], [4.573, -0.978, -3.473], [6.119, 0.357, -2.091], [1.490, 5.911, 2.295], [1.590, -1.171, -7.131], [3.370, -3.686, 1.078], [2.819, 1.286, 0.808], [-6.708, 1.830, -2.240], [1.621, 4.732, -1.273], [5.711, -3.430, 4.329], [0.491, 3.048, -3.974], [-5.660, -0.463, -4.034], [-0.130, 2.241, 1.997], [3.351, 4.551, -0.890], [-8.061, 2.395, -3.225], [-0.584, -4.841, -2.650]]}

=====

Question: What is the formula in the second record?
Answer: C3H9NO2

=====

What did the third record say?
{"formula": "C8H36BN16O8", "method": "the ωB97M-V functional and the def2-TZVPD basis", "lumo_ev": 1.95, "charge": -1, "gap_ev": 8.77, "total_energy_ev": -49780.6306, "homo_energy_ha": -0.25040, "relative_energy_ev": 6.134, "symbols": ["O", "O", "O", "O", "O", "O", "O", "O", "N", "N", "N", "N", "N", "N", "N", "N", "N", "N", "N", "N", "N", "N", "N", "N", "C", "C", "C", "C", "C", "C", "C", "C", "B", "H", "H", "H", "H", "H", "H", "H", "H", "H", "H", "H", "H", "H", "H", "H", "H", "H", "H", "H", "H", "H", "H", "H", "H", "H", "H", "H", "H", "H", "H", "H", "H", "H", "H", "H", "H"], "coordinates": [[1.195, 3.106, -4.233], [1.539, 5.157, 1.324], [-3.598, 3.216, 0.411], [2.020, -4.735, -1.528], [4.054, -0.130, 1.226], [1.972, 0.039, 3.041], [-2.408, -2.207, 3.425], [-4.519, -1.572, -0.655], [-0.118, 3.866, 1.560], [1.821, 3.037, 1.769], [-1.864, 2.134, -0.369], [0.513, 0.790, 4.542], [-2.366, -2.609, 1.311], [-4.428, -2.693, -2.567], [0.486, -3.330, -2.153], [1.842, 1.161, -3.448], [-3.348, 1.046, 0.641], [-0.493, -2.800, 2.303], [-2.746, -1.412, -1.961], [3.127, 0.234, -0.735], [0.883, 2.481, -2.152], [-0.117, 0.652, 2.510], [5.212, 0.183, -0.607], [1.689, -2.841, -0.369], [4.125, -0.020, 0.009], [-1.811, -2.632, 2.448], [1.242, 2.306, -3.336], [1.112, 4.074, 1.516], [-2.928, 2.192, 0.337], [-3.882, -1.907, -1.677], [1.492, -3.670, -1.395], [0.862, 0.499, 3.342], [0.143, -0.254, -0.613], [0.534, -0.689, -1.520], [-2.280, -1.786, -2.775], [-3.282, -2.185, 1.330], [2.253, 0.142, -0.237], [-1.562, 2.949, -0.883], [-2.242, -0.715, -1.433], [-0.956, 1.164, 2.743], [3.182, 0.023, -1.721], [-1.513, 1.222, -0.626], [-5.321, -3.143, -2.429], [-0.572, 2.967, 1.636], [2.226, -2.958, 0.478], [-4.329, 0.892, 0.828], [2.758, 3.269, 2.066], [1.015, -2.093, -0.450], [-1.851, -2.909, 0.495], [1.205, 0.662, 5.266], [2.225, 0.855, -4.331], [0.795, 1.669, -1.558], [-0.672, 4.708, 1.493], [-3.852, -2.707, -3.397], [-0.316, 1.355, 4.663], [1.528, 2.101, 1.530], [-2.722, 0.253, 0.642], [1.359, 0.606, -2.756], [0.468, -0.789, 0.266], [0.125, -2.412, -1.938], [-0.037, -3.140, 1.468], [0.087, -2.657, 3.117], [-0.931, -0.210, -0.706], [0.613, 3.388, -1.799], [5.137, 0.269, -1.611], [6.021, -0.345, -0.313], [0.385, 0.780, -0.423], [-0.014, -4.042, -2.667], [-0.167, 0.147, 1.636]]}

=====

What did the third record say?
{"formula": "C8H36BN16O8", "method": "the ωB97M-V functional and the def2-TZVPD basis", "lumo_ev": 1.95, "charge": -1, "gap_ev": 8.77, "total_energy_ev": -49780.6306, "homo_energy_ha": -0.25040, "relative_energy_ev": 6.134, "symbols": ["O", "O", "O", "O", "O", "O", "O", "O", "N", "N", "N", "N", "N", "N", "N", "N", "N", "N", "N", "N", "N", "N", "N", "N", "C", "C", "C", "C", "C", "C", "C", "C", "B", "H", "H", "H", "H", "H", "H", "H", "H", "H", "H", "H", "H", "H", "H", "H", "H", "H", "H", "H", "H", "H", "H", "H", "H", "H", "H", "H", "H", "H", "H", "H", "H", "H", "H", "H", "H"], "coordinates": [[1.195, 3.106, -4.233], [1.539, 5.157, 1.324], [-3.598, 3.216, 0.411], [2.020, -4.735, -1.528], [4.054, -0.130, 1.226], [1.972, 0.039, 3.041], [-2.408, -2.207, 3.425], [-4.519, -1.572, -0.655], [-0.118, 3.866, 1.560], [1.821, 3.037, 1.769], [-1.864, 2.134, -0.369], [0.513, 0.790, 4.542], [-2.366, -2.609, 1.311], [-4.428, -2.693, -2.567], [0.486, -3.330, -2.153], [1.842, 1.161, -3.448], [-3.348, 1.046, 0.641], [-0.493, -2.800, 2.303], [-2.746, -1.412, -1.961], [3.127, 0.234, -0.735], [0.883, 2.481, -2.152], [-0.117, 0.652, 2.510], [5.212, 0.183, -0.607], [1.689, -2.841, -0.369], [4.125, -0.020, 0.009], [-1.811, -2.632, 2.448], [1.242, 2.306, -3.336], [1.112, 4.074, 1.516], [-2.928, 2.192, 0.337], [-3.882, -1.907, -1.677], [1.492, -3.670, -1.395], [0.862, 0.499, 3.342], [0.143, -0.254, -0.613], [0.534, -0.689, -1.520], [-2.280, -1.786, -2.775], [-3.282, -2.185, 1.330], [2.253, 0.142, -0.237], [-1.562, 2.949, -0.883], [-2.242, -0.715, -1.433], [-0.956, 1.164, 2.743], [3.182, 0.023, -1.721], [-1.513, 1.222, -0.626], [-5.321, -3.143, -2.429], [-0.572, 2.967, 1.636], [2.226, -2.958, 0.478], [-4.329, 0.892, 0.828], [2.758, 3.269, 2.066], [1.015, -2.093, -0.450], [-1.851, -2.909, 0.495], [1.205, 0.662, 5.266], [2.225, 0.855, -4.331], [0.795, 1.669, -1.558], [-0.672, 4.708, 1.493], [-3.852, -2.707, -3.397], [-0.316, 1.355, 4.663], [1.528, 2.101, 1.530], [-2.722, 0.253, 0.642], [1.359, 0.606, -2.756], [0.468, -0.789, 0.266], [0.125, -2.412, -1.938], [-0.037, -3.140, 1.468], [0.087, -2.657, 3.117], [-0.931, -0.210, -0.706], [0.613, 3.388, -1.799], [5.137, 0.269, -1.611], [6.021, -0.345, -0.313], [0.385, 0.780, -0.423], [-0.014, -4.042, -2.667], [-0.167, 0.147, 1.636]]}